Entry 1:
A molecular structure, C24H26BClMoN6O6S2, computed with ωB97M-V with the def2-TZVPD basis set.

Highest occupied orbital energy (alpha / beta), eV: -6.583 / -6.585
⟨S²⟩: 2.016
Multiplicity: 3

Each line ends with the Mulliken charge.
Positions of all 67 atoms, in Å:
1 Mo -0.30148 -0.15965 -0.68314  0.770
2 O -1.36130 1.10192 0.30947  0.378
3 C -2.31460 1.09160 1.22017  0.606
4 C -2.75300 2.29378 1.78400  -1.024
5 C -3.76066 2.28480 2.71956  -0.525
6 C -4.35922 1.09038 3.14346  -0.914
7 C -3.92582 -0.09398 2.60899  -0.850
8 C -2.90309 -0.11895 1.63960  0.796
9 C -2.47015 -1.39048 1.15318  -0.643
10 N -1.55545 -1.63843 0.28220  0.614
11 C -1.29669 -3.03367 -0.05591  -0.787
12 C 0.19080 -3.16301 -0.27907  -1.027
13 N 0.58909 -2.06910 -1.15845  0.345
14 C 1.49902 -2.29881 -2.03925  -0.353
15 C 2.13802 -1.34615 -2.89130  0.432
16 C 3.03857 -1.80349 -3.86936  -0.718
17 C 3.73772 -0.92246 -4.65348  -0.863
18 C 3.56552 0.45216 -4.45023  -0.575
19 C 2.70327 0.93112 -3.49204  -0.706
20 C 1.96189 0.03815 -2.70487  0.605
21 O 1.14193 0.49864 -1.79290  0.358
22 H -2.32523 3.21693 1.42040  0.370
23 H -4.09973 3.22691 3.13082  0.475
24 H -5.14629 1.10616 3.88413  0.414
25 H -4.36258 -1.03402 2.92695  0.414
26 H -2.98927 -2.25041 1.58032  0.184
27 H -1.84134 -3.29478 -0.97036  0.195
28 H -1.62602 -3.69241 0.74954  0.459
29 H 0.43278 -4.12903 -0.72683  0.603
30 H 0.72994 -3.05568 0.66393  0.226
31 H 1.84819 -3.32751 -2.13655  0.276
32 H 3.17439 -2.87178 -3.99175  0.408
33 H 4.42388 -1.28079 -5.40744  0.399
34 H 4.12589 1.15405 -5.05434  0.454
35 H 2.57730 1.99017 -3.31892  0.286
36 C -4.37388 -1.30527 -1.40796  -1.033
37 N -4.17540 0.09385 -1.72523  0.368
38 C -5.13864 1.07366 -1.60141  -0.630
39 C -4.61530 2.19565 -2.14333  -0.559
40 N -3.34962 1.91631 -2.58845  0.344
41 B -2.46554 2.94779 -3.42082  -0.534
42 N -1.28696 3.41860 -2.54496  0.453
43 C 0.04154 3.18064 -2.82808  -0.687
44 C 0.79332 3.79728 -1.89603  -0.475
45 N -0.08612 4.42291 -1.03042  0.238
46 C 0.29962 5.16887 0.14548  -1.017
47 C -1.36762 4.19549 -1.43541  -0.153
48 S -2.76678 4.80782 -0.70999  -0.424
49 C -3.08630 0.64069 -2.31302  0.345
50 S -1.61271 -0.19437 -2.72514  -0.550
51 H -4.47018 -1.44414 -0.33199  0.318
52 H -3.51987 -1.86856 -1.77890  0.164
53 H -5.27964 -1.66449 -1.89422  0.443
54 H -6.08784 0.87803 -1.13631  0.524
55 H -5.01113 3.19084 -2.22505  0.517
56 H -3.20467 3.85127 -3.70437  -0.120
57 H -2.02634 2.36741 -4.38110  -0.101
58 H 0.32095 2.57012 -3.66740  0.602
59 H 1.85697 3.82856 -1.73974  0.499
60 H 1.18313 5.76551 -0.07660  0.381
61 H 0.52415 4.49361 0.97353  0.283
62 H -0.52568 5.82085 0.42122  0.371
63 O 2.55405 -0.07762 2.62406  -0.673
64 Cl 2.14231 0.11682 1.28386  1.812
65 O 2.95615 -0.60208 0.35739  -0.660
66 O 0.73978 -0.47013 1.18391  -0.534
67 O 2.03637 1.49254 0.93081  -0.595


Entry 2:
A molecular structure, C30H31N3O6P2SSn at a distorted geometry, computed with ωB97M-V with the def2-TZVPD basis set.

Highest occupied orbital energy, eV: -13.968
Multiplicity: 1
Charge: +2

Each line ends with the Mulliken charge.
Positions of all 74 atoms, in Å:
1 Sn -14.66735 10.97576 8.14250  1.992
2 O -14.96061 12.18040 9.59808  -0.626
3 C -15.13268 13.52875 9.43705  0.081
4 C -14.68543 14.47621 10.37515  -0.472
5 C -14.95865 15.85198 10.32257  -0.591
6 C -15.67217 16.33722 9.20221  -0.825
7 C -16.10969 15.39276 8.28405  -1.356
8 C -15.87598 14.00972 8.34420  1.882
9 C -16.30678 13.23215 7.22702  0.331
10 N -16.11683 11.93346 6.96494  0.363
11 C -16.78667 11.61491 5.80372  -0.546
12 C -17.39810 12.74239 5.38327  -0.947
13 N -17.04941 13.71785 6.26479  -0.024
14 H -14.11556 14.09721 11.21968  0.457
15 H -14.44479 16.57267 10.99766  0.393
16 H -15.97523 17.35607 9.10352  0.518
17 H -16.75237 15.77640 7.49098  0.326
18 H -16.72852 10.63048 5.40395  0.561
19 H -18.06178 12.86536 4.57064  0.477
20 H -17.37287 14.66767 6.24536  0.116
21 O -12.71635 8.56031 5.25612  -0.463
22 S -13.84258 8.35027 6.10772  0.525
23 N -14.17226 9.55460 6.94498  -0.350
24 C -12.16394 13.39168 4.77917  -0.793
25 O -13.04730 12.90563 5.88240  -0.248
26 P -12.39867 12.48459 7.29140  0.244
27 O -11.77037 13.77410 7.98061  -0.308
28 C -12.43354 15.06202 8.04151  -0.694
29 O -11.11476 11.65242 7.06979  -0.116
30 C -9.71822 12.04739 6.96160  -0.729
31 H -11.17458 13.48117 5.09126  0.342
32 H -12.60067 14.35358 4.45270  0.292
33 H -12.14887 12.56720 4.01503  0.301
34 H -11.72439 15.71041 8.57431  0.327
35 H -13.32172 14.92797 8.64682  0.243
36 H -12.69114 15.38529 7.05444  0.240
37 H -9.53618 13.06838 6.67678  0.356
38 H -9.27692 11.36915 6.21569  0.266
39 H -9.29807 11.86353 7.92289  0.318
40 O -15.22799 9.65468 9.60526  0.156
41 P -15.51510 8.21486 9.98872  1.159
42 C -14.41227 7.13382 9.09487  0.274
43 C -13.02994 7.27170 9.16087  -0.180
44 C -12.22466 6.51345 8.36660  -0.792
45 C -12.79268 5.53520 7.53341  -0.614
46 C -14.17475 5.34519 7.49733  -0.899
47 C -14.97385 6.19958 8.25295  -0.345
48 C -17.13823 7.74791 9.55219  -0.325
49 C -17.76835 6.71671 10.24221  -0.068
50 C -19.02506 6.32092 9.86352  -0.944
51 C -19.59936 6.95753 8.78791  -0.492
52 C -18.98566 7.96785 8.06914  -0.806
53 C -17.69726 8.32324 8.41376  -0.008
54 C -15.44646 8.06850 11.77691  0.150
55 C -16.48807 8.76239 12.45486  -0.306
56 C -16.56809 8.65122 13.85423  -0.918
57 C -15.66735 7.83844 14.50546  -0.394
58 C -14.73448 7.07201 13.81986  -0.718
59 C -14.60309 7.20157 12.44361  -0.012
60 H -12.53461 8.03817 9.78858  0.414
61 H -11.14589 6.66761 8.33817  0.427
62 H -12.18895 4.93439 6.88544  0.432
63 H -14.64395 4.65462 6.87976  0.538
64 H -16.02837 6.12742 8.18573  0.326
65 H -17.32116 6.32901 11.11427  0.560
66 H -19.50153 5.56833 10.42976  0.521
67 H -20.61143 6.72544 8.48776  0.393
68 H -19.55616 8.39839 7.25447  0.442
69 H -17.14333 9.09738 7.90062  0.165
70 H -17.26083 9.27765 11.88289  0.425
71 H -17.29243 9.19127 14.44517  0.423
72 H -15.72143 7.71134 15.57365  0.421
73 H -14.08592 6.36923 14.32555  0.431
74 H -13.87143 6.55704 11.90254  0.299


Entry 3:
A molecular structure, C7H15Cl2InN at a distorted geometry, computed with ωB97M-V with the def2-TZVPD basis set.

Highest occupied orbital energy (alpha / beta), eV: -4.079 / -2.276
Multiplicity: 1
Charge: -1

Each line ends with the Mulliken charge.
Positions of all 26 atoms, in Å:
1 In -0.14592 2.54780 -0.98912  0.505
2 Cl -0.27626 2.47512 1.41254  -0.597
3 Cl -0.79885 0.74766 -2.44354  -0.566
4 C -1.56786 4.04183 -1.37552  -0.909
5 H -2.21512 4.03661 -2.26950  0.255
6 H -1.90091 4.75691 -0.59333  0.253
7 C 2.14721 -0.48454 -0.52610  -0.257
8 C 2.18697 0.80314 -0.68554  -0.386
9 H 1.47104 -1.09208 -1.14085  0.308
10 C 2.83607 1.73835 0.29621  -0.514
11 H 1.82072 1.26987 -1.61784  0.744
12 C 3.90052 1.02903 1.15097  -0.869
13 H 3.25614 2.64204 -0.17568  0.278
14 H 2.05054 2.09699 0.99861  0.157
15 C 3.40020 -0.32996 1.65069  -0.612
16 H 4.80114 0.85941 0.54541  0.308
17 H 4.19341 1.66895 1.99287  0.361
18 C 2.99084 -1.23063 0.46826  -0.679
19 H 4.18527 -0.81952 2.24090  0.304
20 H 2.53297 -0.18851 2.31035  0.272
21 H 3.91830 -1.60571 -0.00473  0.328
22 H 2.42786 -2.09919 0.82922  0.307
23 N -0.52551 -0.74708 0.73814  -0.543
24 H -1.20755 -0.01125 0.51028  0.157
25 H -0.41622 -0.75098 1.75428  0.204
26 H -0.89479 -1.65806 0.44877  0.192


Entry 4:
A molecular structure, Cl2HOPS at a distorted geometry, computed with ωB97M-V with the def2-TZVPD basis set.

Highest occupied orbital energy, eV: -9.927
Multiplicity: 1

Each line ends with the Mulliken charge.
Positions of all 6 atoms, in Å:
1 O -0.19867 1.49119 -1.14887  -0.382
2 P -0.69392 1.63901 0.23549  0.535
3 S 1.71670 -1.26161 -0.36990  -0.016
4 Cl 0.96740 -0.35184 1.24550  -0.112
5 Cl -2.40901 0.41691 0.37020  -0.223
6 H 0.61750 -1.93366 -0.33242  0.198


What are the electronic energy values for these records? In order: -83257.4695, -83600.4132, -39211.6122, -47232.9793 eV.